{"formula": "C49H36Cl5I2N2OP2RbSeSi", "method": "ωB97M-V/def2-TZVPD", "elements": ["Rb", "C", "Si", "C", "C", "C", "C", "C", "C", "P", "C", "C", "C", "C", "C", "C", "C", "C", "C", "C", "C", "C", "C", "C", "C", "C", "C", "C", "P", "C", "C", "C", "C", "C", "C", "C", "C", "C", "C", "C", "C", "H", "H", "H", "H", "H", "H", "H", "H", "H", "H", "H", "H", "H", "H", "H", "H", "H", "H", "H", "H", "H", "H", "H", "H", "H", "H", "H", "H", "H", "H", "H", "Cl", "C", "C", "Cl", "C", "Cl", "C", "O", "C", "Cl", "C", "Cl", "Se", "N", "C", "C", "C", "C", "C", "C", "N", "H", "H", "H", "H", "I", "I", "H"], "xyz": [[0.00000, 0.00000, 0.00000], [-1.29780, 3.87521, 2.90743], [-1.49210, 2.13041, 2.27228], [-3.12233, 1.25130, 2.72504], [-4.16247, 2.11343, 3.16702], [-5.44817, 1.64649, 3.43494], [-5.73904, 0.30596, 3.26042], [-4.73842, -0.56650, 2.83410], [-3.41542, -0.13343, 2.56571], [-2.17317, -1.42992, 2.07158], [-2.51306, -2.67210, 3.38345], [-1.95393, -2.44389, 4.65408], [-2.18876, -3.31492, 5.72110], [-2.99646, -4.43203, 5.53997], [-3.56572, -4.67584, 4.29333], [-3.32592, -3.80385, 3.22529], [-2.80856, -2.14730, 0.52687], [-3.72437, -1.48541, -0.30438], [-4.15518, -2.05756, -1.50625], [-3.66408, -3.29627, -1.90799], [-2.72864, -3.95560, -1.11750], [-2.29462, -3.37854, 0.07922], [0.08664, 0.91874, 3.33743], [-0.30388, 1.24780, 4.69609], [0.38171, 0.83333, 5.83642], [1.50706, 0.05196, 5.71687], [1.95416, -0.34838, 4.45613], [1.32764, 0.00026, 3.20094], [2.63199, -1.10574, 1.79741], [2.55478, -2.80863, 2.44420], [3.54205, -3.74073, 2.07753], [3.48256, -5.07083, 2.50745], [2.41601, -5.50492, 3.28698], [1.40162, -4.61341, 3.62070], [1.46864, -3.28501, 3.18922], [4.21810, -0.34818, 2.31752], [5.21299, -0.99238, 3.06595], [6.40460, -0.33756, 3.39715], [6.62194, 0.97421, 2.98683], [5.64690, 1.63502, 2.24686], [4.45820, 0.97874, 1.91514], [-1.56736, 3.96345, 3.96364], [-1.93609, 4.56120, 2.34196], [-0.26315, 4.21279, 2.79303], [-3.99237, 3.18202, 3.29686], [-6.22070, 2.33463, 3.76726], [-6.73932, -0.06983, 3.45652], [-5.01500, -1.61113, 2.70818], [-1.32839, -1.57083, 4.82930], [-1.74576, -3.10995, 6.69198], [-3.18998, -5.10547, 6.37030], [-4.20928, -5.53997, 4.15019], [-3.81511, -4.01643, 2.27880], [-4.11468, -0.50596, -0.03894], [-4.86950, -1.52732, -2.13074], [-3.99883, -3.73952, -2.84187], [-2.32714, -4.91541, -1.43208], [-1.54516, -3.90797, 0.66704], [-1.18731, 1.84948, 4.90990], [0.02599, 1.12996, 6.81981], [2.04660, -0.26818, 6.60445], [2.83498, -0.98495, 4.49074], [4.37265, -3.44036, 1.44151], [4.26561, -5.76798, 2.21995], [2.36316, -6.53831, 3.61796], [0.54751, -4.94608, 4.20512], [0.64115, -2.62961, 3.44185], [5.07971, -2.00804, 3.42466], [7.16110, -0.85607, 3.98072], [7.54699, 1.48165, 3.24619], [5.80662, 2.66079, 1.92649], [3.71245, 1.52109, 1.33598], [-6.51849, -1.77104, -3.95787], [-5.36998, -1.10528, -2.82135], [-4.01867, -1.46214, -2.89988], [-3.47875, -2.57351, -4.13427], [-3.10148, -0.91905, -1.97798], [-1.41035, -1.36952, -2.08117], [-3.47435, -0.00872, -0.94820], [-2.61260, 0.46440, -0.12822], [-4.86426, 0.32108, -0.91360], [-5.44369, 1.43892, 0.31804], [-5.79828, -0.21312, -1.82897], [-7.48666, 0.23061, -1.73345], [-1.97574, 2.38517, -2.54968], [-0.41342, 2.16405, -1.68825], [0.43985, 3.13946, -1.97802], [1.72025, 3.21052, -1.44696], [2.53569, 4.28122, -1.81996], [2.05560, 5.25716, -2.71433], [0.75516, 5.16434, -3.23948], [-0.04019, 4.08657, -2.85246], [-1.29669, 3.87985, -3.27862], [2.07348, 2.45079, -0.75989], [3.53615, 4.35424, -1.41719], [2.69154, 6.08215, -2.99834], [0.38114, 5.91005, -3.92614], [2.60965, -0.52029, -2.10305], [4.64998, -0.92830, -3.74737], [1.82566, 1.79371, 0.25350]], "total_energy_ha": -8366.6132, "total_charge": -2, "lumo_ev": [2.68, 2.68], "gap_ha": [0.098, 0.098]}